Density functional theory data (ωB97M-V with the def2-TZVPD basis set) for 2 unconnected molecules or ions with the total composition C11H19N4.

```
34
Properties=species:S:1:pos:R:3:forces:R:3
C -1.497518 -1.136235 -1.007666 0.12 1.13 1.66
C -0.121249 -0.605085 0.877203 1.39 0.95 1.22
C -2.507206 -1.216268 -0.106255 2.84 0.50 -0.14
C -0.166780 -0.845004 -0.525868 -1.16 -1.91 -0.71
C -1.169281 -0.764692 1.785501 0.19 -1.21 0.43
C 2.039554 0.693755 -3.259335 -0.09 -2.74 1.47
C 0.752972 -0.076731 -3.641901 -1.68 -0.17 3.87
C 2.156086 0.913357 -1.712810 1.53 -2.05 -1.36
C 0.709057 -1.384070 -2.699702 1.31 0.73 -3.89
C 2.164582 -0.560290 -1.084823 1.28 4.02 -0.08
C -1.609608 1.877181 5.473915 0.23 2.66 -0.73
N -2.403957 -1.140497 1.220886 2.99 0.60 0.09
N 0.878819 -1.039739 -1.358566 -2.06 -0.41 3.45
N -0.745180 1.242937 3.485915 0.43 -2.34 -0.36
N -1.320716 0.912004 4.516144 -0.27 -1.06 -2.16
H -1.849566 -0.975818 -1.981752 0.17 -0.29 -1.45
H 0.863757 -0.229106 1.269861 -1.27 -0.62 -0.10
H -3.470114 -1.241805 -0.387174 -3.25 -0.52 -1.46
H 2.926351 0.106479 -3.620104 -0.66 0.79 0.18
H 1.965663 1.611812 -3.666856 0.33 3.05 -1.90
H -0.230240 0.525592 -3.379558 1.95 -0.90 -0.91
H 0.722071 -0.549204 -4.581066 -0.01 0.33 -1.66
H 3.103752 1.412827 -1.431014 -0.54 -0.06 -0.38
H 1.312937 1.497226 -1.377454 -0.28 0.03 0.48
H -0.197670 -1.961377 -2.939763 0.68 -0.07 0.44
H 1.695128 -1.852552 -3.077754 -1.81 -0.22 0.89
H 2.879075 -1.185920 -1.551865 0.75 -0.48 -0.71
H 2.585724 -0.346882 -0.115876 -1.01 -0.91 1.10
H -2.701298 1.935002 5.636811 0.66 0.04 0.11
H -1.066514 1.561633 6.316737 0.27 -0.11 1.67
H -1.136439 2.820952 5.047118 -0.97 -0.35 1.12
H -3.256664 -1.477775 1.567960 -0.72 0.01 2.31
H -0.943832 -0.677454 2.959201 -1.19 -0.43 -3.28
H -0.361696 2.155747 3.349910 -0.17 1.99 0.80
```
Positions in Å, forces in eV/Å.

The total charge is +1. The LUMO energy is -3.11 eV. The value obtained for the HOMO-LUMO gap is 8.66 eV. As for the HOMO energy: -11.8 eV. For the energy relative to the best compared isomer or geometry (same formula, charge and spin), the calculation gives 94.2 kcal per mole.

=====

Density functional theory data (ωB97M-V with the def2-TZVPD basis set) for a single C3H8ClNS molecule.

```
14
Properties=species:S:1:pos:R:3:forces:R:3
C -0.421298 1.499115 0.234085 1.26 1.99 2.20
C 0.001608 0.065683 0.330227 1.01 -1.66 1.38
C 1.085538 -0.345492 -0.631007 1.30 0.52 -2.07
S 1.898515 -1.928099 -0.148112 -1.00 -0.01 0.14
N -1.194539 -0.920063 0.178646 1.59 1.24 0.80
Cl -2.699956 -0.063041 0.342913 -0.09 -1.16 -0.54
H -0.867424 1.696439 -0.710376 -0.67 0.29 -0.64
H -1.098308 1.673062 1.097222 0.04 0.13 -0.96
H 0.364843 2.345853 0.420727 -0.72 -2.06 -0.52
H 0.537345 -0.207533 1.313907 -1.42 0.85 -0.80
H 1.999951 0.364192 -0.602665 -1.88 -0.72 -0.22
H 0.655102 -0.405379 -1.702870 0.90 0.13 1.49
H 0.817753 -2.331562 0.571156 0.49 -0.17 -0.23
H -1.079125 -1.443169 -0.693851 -0.80 0.63 -0.03
```
Positions in Å, forces in eV/Å.

The total charge is 0. The LUMO energy is 0.73 eV. The value obtained for the HOMO-LUMO gap is 9.90 eV. As for the HOMO energy: -9.2 eV. Its structure (SMILES) is C[C@H](CS)NCl. For the energy relative to the best compared isomer or geometry (same formula, charge and spin), the calculation gives 46.1 kcal per mole.